1.
A molecular structure, C15H21AsN3O3PtSSbSe4. Source: the OMol25 dataset; level of theory: ωB97M-V/def2-TZVPD.

XYZ file:
```
50
C15H21AsN3O3PtSSbSe4 (ωB97M-V/def2-TZVPD)
Pt -2.07466 0.94281 -0.92241
Se -4.69504 5.08013 -2.93959
Sb -4.78468 2.84819 -2.01427
Se -3.19575 1.18302 -3.19671
Se -3.26982 2.66277 0.13241
Se -6.96651 1.87120 -1.62596
O 4.90096 -0.65864 4.28737
S 5.82790 0.45148 4.40374
O 5.71328 1.21736 5.63621
O 7.18754 0.14883 3.98722
C 5.26562 1.66887 3.16364
N 6.06777 2.71089 2.94206
C 5.64245 3.59151 2.05225
C 4.44863 3.45483 1.36139
C 3.67828 2.33744 1.66189
N 4.09946 1.45890 2.57749
C 2.40409 2.01823 0.97513
C 1.87990 2.78782 -0.05974
C 0.76158 2.34962 -0.74113
N 0.12893 1.21282 -0.44814
C 0.58638 0.50507 0.59534
C 1.70162 0.85816 1.32288
H 6.29203 4.44522 1.88255
H 4.14010 4.18470 0.62602
H 2.34378 3.71784 -0.35909
H 0.35009 2.91766 -1.56568
H 0.03196 -0.39365 0.82960
H 2.06768 0.25726 2.14306
C -1.68514 -2.89476 1.34741
C -1.21686 -2.97521 -0.10282
As -1.90337 -1.52265 -1.25013
C -0.95514 -2.00061 -2.90833
C -1.30911 -3.37705 -3.46787
C -3.72329 -2.17552 -1.62272
C -4.73505 -1.60350 -0.62888
H -1.29442 -3.73355 1.92615
H -2.77375 -2.91354 1.41030
H -1.34357 -1.97777 1.82890
H -1.54414 -3.91804 -0.54459
H -0.12531 -2.94715 -0.15216
H 0.11481 -1.93728 -2.69426
H -1.17868 -1.22601 -3.64290
H -1.14420 -4.16158 -2.72784
H -0.69724 -3.61675 -4.34050
H -2.35559 -3.41093 -3.77147
H -3.72641 -3.26880 -1.61242
H -3.97197 -1.84108 -2.63054
H -4.61687 -2.05002 0.36189
H -5.76089 -1.74884 -0.96408
H -4.58734 -0.52973 -0.52068
```

Properties
**2S+1**: 3
**E_HOMO (spin up / spin down)**: -2.35 / -2.65 eV
**ΔE to the lowest compared entry with this formula, charge and spin**: 30.7 kcal/mol
**Net charge**: -2
**Kohn-Sham gap (spin up / spin down)**: 0.207 / 0.202 Ha
**Energy**: -13573.58356 Ha
**Expectation value of S²**: 2.012

Here are the Löwdin charges for atoms 1 to 6, given in e:
1 Pt 0.158
2 Se -0.304
3 Sb -0.317
4 Se -0.108
5 Se -0.099
6 Se -0.290

2.
4 unconnected molecules or ions with the total composition C28H57BO10P. Source: the OMol25 dataset; level of theory: ωB97M-V/def2-TZVPD.

XYZ file:
```
97
C28H57BO10P (ωB97M-V/def2-TZVPD)
C -1.81370 2.96659 -2.69922
C -3.32279 2.63428 -2.78234
C -3.75217 1.47020 -1.88047
C -3.84500 0.09566 -2.56670
C -2.73823 -0.25500 -3.58450
C -2.07826 -1.63804 -3.40680
C -1.70948 -2.05722 -1.97668
C -0.96136 -1.01999 -1.13884
P 0.78303 -0.53189 -1.75844
C 1.68106 -1.24080 -0.13877
O 1.31288 -2.58455 0.23716
C 2.05325 -3.11330 1.30011
C 1.17829 -3.26433 2.53405
O 1.98406 -3.68894 3.62696
C 1.42243 -3.38965 4.88124
C 1.94729 -4.34872 5.93897
O 2.94305 -3.70649 6.71487
C 3.28898 -4.41758 7.88708
C 4.75360 -4.17602 8.19778
B 2.50030 0.05113 -2.53671
C 3.00239 1.54864 -2.56345
O 3.34591 -0.86224 -3.14944
H -1.61720 3.80472 -2.03122
H -1.25974 2.09686 -2.33312
H -1.39705 3.18199 -3.68736
H -3.54805 2.43086 -3.83522
H -3.86796 3.53672 -2.50486
H -3.12616 1.43535 -0.98681
H -4.76105 1.69703 -1.50866
H -3.90850 -0.67392 -1.79323
H -4.81373 0.07488 -3.08298
H -3.19660 -0.26836 -4.58111
H -1.96239 0.50921 -3.62321
H -1.16791 -1.65754 -4.01136
H -2.76134 -2.39096 -3.82529
H -1.06244 -2.94190 -2.05449
H -2.61496 -2.40646 -1.45780
H -0.90166 -1.40920 -0.12024
H -1.54451 -0.09748 -1.07611
H 0.92772 -1.87091 -2.45106
H 0.15300 0.05165 -3.01049
H 0.64072 0.79055 -1.06851
H 2.76835 -1.24644 -0.33409
H 1.49840 -0.57270 0.72112
H 2.47811 -4.09001 1.03044
H 2.90079 -2.47563 1.58293
H 0.37925 -3.99876 2.36258
H 0.73732 -2.28322 2.76025
H 1.69426 -2.37194 5.19231
H 0.32693 -3.44912 4.84189
H 2.36490 -5.23641 5.44798
H 1.13016 -4.68090 6.59485
H 2.66729 -4.06192 8.72026
H 3.10295 -5.49152 7.75847
H 5.02121 -4.64798 9.14669
H 5.38471 -4.60053 7.41607
H 4.95778 -3.10679 8.26807
H 2.49334 2.18909 -1.83922
H 4.07826 1.58013 -2.34004
H 2.83946 1.98536 -3.55586
H 2.79898 -1.57847 -3.50639
O 6.01798 4.53683 -6.86674
C 6.16199 3.59869 -6.13656
O 5.51254 2.43072 -6.31753
C 5.80612 1.51563 -5.23931
C 7.12997 2.00122 -4.66161
C 7.03757 3.50568 -4.89863
H 4.99466 1.56347 -4.51422
H 5.85114 0.50941 -5.64654
H 7.26161 1.71420 -3.62064
H 7.96219 1.59031 -5.23621
H 6.52813 4.02414 -4.08432
H 7.99583 3.98399 -5.08327
O -3.23277 5.40618 -0.81008
C -4.33195 5.41539 -0.34956
O -5.38413 4.80186 -0.95045
C -6.59451 5.05006 -0.22729
C -6.15236 5.41143 1.18753
C -4.80980 6.08865 0.92705
H -7.12504 5.87251 -0.71488
H -7.20965 4.15481 -0.27783
H -6.87654 6.03078 1.71340
H -5.99739 4.50122 1.76783
H -4.91265 7.15715 0.72792
H -4.08118 5.94116 1.71913
O -3.12152 0.01290 1.24609
C -2.88714 -0.79604 2.08681
O -2.89848 -0.50123 3.42201
C -2.45832 -1.63664 4.17881
C -2.70797 -2.84680 3.28298
C -2.50226 -2.24957 1.89505
H -1.39659 -1.50838 4.40719
H -3.01848 -1.66187 5.11178
H -2.05316 -3.68662 3.51091
H -3.74085 -3.18193 3.39630
H -1.46049 -2.27846 1.57637
H -3.11472 -2.69792 1.11749
```

Properties
**2S+1**: 1
**E_HOMO**: -2.88 eV
**ΔE to the lowest compared entry with this formula, charge and spin**: 0.0 kcal/mol
**Net charge**: -1
**Kohn-Sham gap**: 0.189 Ha
**Energy**: -2219.60997 Ha

Here are the Löwdin charges for atoms 1 to 6, given in e:
1 C -0.101
2 C -0.249
3 C -0.218
4 C -0.199
5 C -0.210
6 C -0.232

3.
2 unconnected molecules or ions with the total composition C3H6NO3. Source: the OMol25 dataset; level of theory: ωB97M-V/def2-TZVPD.

XYZ file:
```
13
C3H6NO3 (ωB97M-V/def2-TZVPD)
H -0.13834 2.18805 -2.24140
C 0.43660 1.42334 -2.82995
H 1.47647 1.23013 -2.47871
C 0.06129 -1.23913 1.38556
H 0.85899 -1.90239 0.99941
C 0.36698 0.09991 1.86317
N -1.05966 -1.27242 0.61239
O -1.94179 -0.36067 0.78438
O -1.22028 -2.21878 -0.16223
O -0.02548 0.76221 -3.71717
H 1.31753 0.38314 1.37011
H -0.54898 0.61940 1.49326
H 0.41667 0.28721 2.92118
```

Properties
**2S+1**: 2
**E_HOMO (spin up / spin down)**: -10.24 / -10.27 eV
**ΔE to the lowest compared entry with this formula, charge and spin**: 101.1 kcal/mol
**Kohn-Sham gap (spin up / spin down)**: 0.389 / 0.291 Ha
**Energy**: -398.17153 Ha
**Expectation value of S²**: 0.761

Here are the Löwdin charges for atoms 1 to 6, given in e:
1 H 0.086
2 C -0.159
3 H 0.077
4 C -0.017
5 H 0.143
6 C -0.062